Record 1
Formula: C39H67F3N2O12S
Source: OMol25
Level of theory: wB97M-V/def2-TZVPD

Structure (XYZ):
```
124
Properties=species:S:1:pos:R:3:mulliken_charge:R:1
N -2.89 2.89 2.87 -0.337
C -2.16 3.34 1.73 -0.105
O -2.19 4.48 1.36 -0.588
C -1.25 2.35 1.04 -0.450
C -0.91 1.03 1.73 -0.151
C -2.04 0.00 1.82 1.513
C -2.37 -0.35 3.28 -2.477
C -1.25 -1.12 3.97 0.255
O -0.72 -0.32 5.02 -0.530
C 0.56 -0.68 5.44 -0.097
C 1.65 0.03 4.66 0.642
F 1.37 1.33 4.49 -0.276
F 1.83 -0.50 3.43 -0.284
F 2.82 -0.07 5.32 -0.239
O -3.24 0.55 1.20 -0.405
S -4.10 -0.51 0.41 1.566
O -5.33 -0.72 1.09 -0.695
O -4.11 -0.16 -0.97 -0.602
O -3.14 -1.74 0.66 -0.599
C -1.79 -1.29 1.00 0.530
C -0.93 -1.20 -0.26 -1.042
C 0.46 -1.79 -0.02 0.054
C 1.24 -2.01 -1.33 -1.028
N 2.69 -1.81 -1.16 -0.326
C 3.25 -0.67 -1.90 -2.283
C 2.66 0.65 -1.47 1.492
C 3.16 1.28 -0.32 -0.542
C 2.67 2.51 0.12 -0.618
C 1.66 3.14 -0.62 -0.686
C 1.15 2.55 -1.77 -0.375
C 1.65 1.31 -2.19 0.060
O 1.12 0.82 -3.36 -0.706
H -2.99 3.68 3.49 0.318
H -3.83 2.60 2.60 0.208
H -0.32 2.91 0.90 0.180
H -1.63 2.18 0.03 0.481
H -0.09 0.59 1.16 -0.320
H -0.51 1.24 2.72 0.272
H -3.33 -0.88 3.32 0.350
H -2.50 0.57 3.83 0.733
H -0.44 -1.38 3.28 0.696
H -1.62 -2.07 4.38 -0.251
H 0.74 -1.76 5.37 0.073
H 0.68 -0.39 6.49 0.358
H -1.41 -2.11 1.60 0.631
H -1.45 -1.81 -1.00 0.853
H -0.86 -0.19 -0.66 -0.221
H 1.06 -1.14 0.62 -0.131
H 0.35 -2.75 0.47 0.502
H 1.07 -3.04 -1.66 0.534
H 0.82 -1.37 -2.10 0.213
H 3.16 -2.63 -1.52 0.325
H 3.17 -0.80 -2.98 0.354
H 4.31 -0.64 -1.66 0.625
H 3.95 0.79 0.24 0.448
H 3.07 2.99 1.00 0.429
H 1.28 4.11 -0.31 0.593
H 0.37 3.02 -2.35 0.581
H 1.65 0.07 -3.66 0.370
C 2.68 3.82 -5.79 -0.650
C 2.07 2.71 -6.65 -0.340
C 3.26 1.78 -6.84 -0.301
O 4.06 1.91 -5.66 -0.473
C 3.62 3.03 -4.90 0.212
H 1.95 4.39 -5.23 0.364
H 3.25 4.52 -6.42 0.306
H 1.28 2.21 -6.10 0.155
H 1.66 3.07 -7.59 0.327
H 3.86 2.08 -7.71 0.171
H 2.97 0.74 -6.97 0.290
H 3.10 2.67 -4.01 -0.319
H 4.49 3.60 -4.57 0.307
C -0.80 -4.54 6.76 -0.429
C -0.86 -3.74 8.06 0.137
C -1.83 -2.64 7.69 -0.090
O -2.73 -3.19 6.73 -0.466
C -2.23 -4.45 6.26 -0.511
H -0.45 -5.57 6.89 0.435
H -0.12 -4.05 6.06 0.076
H -1.27 -4.36 8.86 0.407
H 0.10 -3.35 8.38 -0.369
H -1.31 -1.79 7.23 -0.093
H -2.41 -2.26 8.54 0.387
H -2.86 -5.25 6.67 0.345
H -2.30 -4.48 5.18 0.263
C 3.78 -2.30 10.16 -0.661
C 4.27 -1.07 9.39 -0.649
C 3.46 -1.18 8.11 -0.334
O 2.22 -1.80 8.46 -0.291
C 2.31 -2.33 9.78 -0.454
H 3.93 -2.23 11.24 0.368
H 4.29 -3.20 9.80 0.274
H 4.00 -0.16 9.93 0.274
H 5.34 -1.06 9.22 0.367
H 3.97 -1.81 7.37 0.269
H 3.26 -0.21 7.65 0.228
H 1.71 -1.71 10.45 0.258
H 1.90 -3.34 9.79 0.300
C -6.69 -0.87 -2.80 -0.114
C -8.16 -0.65 -3.16 -0.624
C -8.07 -0.35 -4.65 -0.423
O -6.94 -1.08 -5.14 -0.414
C -6.17 -1.58 -4.04 -0.445
H -6.54 -1.45 -1.89 0.247
H -6.19 0.09 -2.67 0.113
H -8.73 -1.57 -3.00 0.283
H -8.64 0.14 -2.60 0.334
H -7.90 0.72 -4.82 0.251
H -8.95 -0.65 -5.21 0.301
H -6.32 -2.66 -3.97 0.254
H -5.12 -1.39 -4.23 0.252
C 2.20 1.56 -10.90 -0.179
C 1.75 2.71 -11.80 -0.572
C 2.82 3.76 -11.50 -0.401
O 4.02 3.04 -11.21 -0.406
C 3.72 1.66 -11.02 -0.440
H 1.81 0.59 -11.21 0.380
H 1.89 1.75 -9.87 -0.063
H 1.79 2.41 -12.85 0.283
H 0.74 3.07 -11.58 0.337
H 2.55 4.37 -10.64 0.246
H 3.01 4.43 -12.35 0.273
H 4.09 1.09 -11.88 0.297
H 4.23 1.30 -10.12 0.264
```

Output
HOMO energy ... -8.863 eV
SMILES ... NC(=O)CC[C@@]1(CCOCC(F)(F)F)OS(=O)(=O)O[C@H]1CCCNCc1ccccc1O.C1CCOC1.C1CCOC1.C1CCOC1.C1CCOC1.C1CCOC1
Net charge ... 0
LUMO level ... 0.4608 eV


Record 2
Formula: C39H68Cl3GeN2O3S5SbSi3Ti
Source: OMol25
Level of theory: wB97M-V/def2-TZVPD

Structure (XYZ):
```
126
Properties=species:S:1:pos:R:3:mulliken_charge:R:1
Ti -1.44 -0.04 -0.16 -1.091
S -1.18 3.45 6.51 -0.232
C -1.37 2.83 5.01 -0.025
S -2.84 2.16 4.40 -0.111
C -2.28 1.77 2.78 0.563
C -0.96 2.04 2.54 -0.777
S -0.17 1.72 1.04 -0.761
S -0.07 2.75 3.85 0.172
S -3.32 1.12 1.62 -0.190
Cl -7.98 2.88 -2.02 -0.231
C -6.49 2.02 -1.77 0.219
C -5.32 2.72 -1.56 -0.912
C -4.15 2.02 -1.36 0.836
Cl -2.68 2.89 -1.09 0.065
C -4.09 0.62 -1.35 -2.299
O -2.95 -0.04 -1.18 2.065
C -5.30 -0.04 -1.59 0.795
Cl -5.33 -1.77 -1.65 -0.217
C -6.49 0.64 -1.79 -0.763
H -5.32 3.80 -1.55 0.503
H -7.40 0.08 -1.96 0.501
C 0.92 -5.91 1.23 -1.340
C -0.55 -5.53 1.10 -0.827
C -0.81 -4.07 1.46 1.034
C -2.24 -3.62 1.16 -1.522
Ge -2.71 -1.69 1.60 1.717
C -2.99 -1.62 3.58 -0.361
C -3.75 -2.83 4.14 -1.059
C -2.84 -3.95 4.63 0.558
C -3.62 -5.13 5.20 -1.614
H 1.09 -6.96 1.00 0.417
H 1.28 -5.73 2.25 0.335
H 1.54 -5.31 0.56 0.208
H -1.16 -6.17 1.75 0.443
H -0.90 -5.72 0.08 0.321
H -0.09 -3.43 0.92 -0.984
H -0.59 -3.94 2.52 0.739
H -2.95 -4.20 1.76 0.718
H -2.48 -3.81 0.12 0.414
H -4.21 -1.76 1.19 -0.290
H -3.59 -0.72 3.72 0.317
H -2.07 -1.47 4.14 0.250
H -4.45 -3.22 3.39 0.238
H -4.37 -2.50 4.99 0.544
H -2.17 -3.55 5.40 0.358
H -2.21 -4.30 3.81 -0.290
H -4.20 -4.83 6.08 0.372
H -2.96 -5.95 5.49 0.406
H -4.33 -5.52 4.46 0.340
C 0.32 -3.50 -1.81 -1.584
C -0.76 -2.49 -1.64 0.826
C -2.05 -2.69 -2.35 -0.652
O -0.58 -1.50 -0.92 1.829
H 0.71 -3.45 -2.83 0.441
H -0.10 -4.50 -1.68 0.438
H 1.12 -3.35 -1.10 0.131
H -2.07 -3.65 -2.86 0.647
H -2.20 -1.89 -3.08 -0.254
H -2.88 -2.62 -1.65 -0.257
C 0.05 1.90 -5.88 -1.166
Si -0.69 0.79 -4.55 0.914
C -2.54 0.98 -4.55 -0.642
C -0.22 -0.99 -4.98 -0.829
Sb 0.18 1.30 -2.19 -2.259
Si 2.66 0.56 -2.45 0.827
C 3.28 0.52 -4.22 -1.142
C 2.89 -1.18 -1.77 -0.459
C 3.64 1.77 -1.39 -0.264
Si 0.65 3.85 -2.47 1.132
C 1.92 4.08 -3.83 -1.106
C -0.85 4.86 -2.99 -1.270
C 1.33 4.55 -0.87 -0.879
H -0.18 1.48 -6.86 0.459
H 1.13 1.97 -5.78 0.266
H -0.37 2.90 -5.83 0.280
H -2.97 0.69 -5.51 0.496
H -2.84 2.01 -4.34 0.207
H -3.00 0.35 -3.78 -0.212
H -1.04 -1.50 -5.49 0.479
H 0.04 -1.57 -4.09 -0.163
H 0.65 -1.01 -5.64 0.546
H 2.59 0.00 -4.87 0.136
H 4.24 -0.02 -4.24 0.424
H 3.45 1.51 -4.64 0.392
H 3.02 -1.90 -2.59 0.467
H 2.05 -1.51 -1.17 -0.742
H 3.79 -1.23 -1.15 0.636
H 3.97 2.63 -1.97 0.615
H 4.52 1.28 -0.97 0.346
H 3.03 2.13 -0.56 -0.570
H 1.45 4.12 -4.81 0.340
H 2.66 3.28 -3.86 -0.012
H 2.45 5.02 -3.67 0.461
H -1.53 4.31 -3.65 0.256
H -0.49 5.74 -3.52 0.433
H -1.42 5.19 -2.12 0.384
H 2.42 4.55 -0.87 0.275
H 0.99 3.98 -0.01 -0.066
H 0.99 5.58 -0.74 0.559
C 6.33 2.79 1.07 -0.940
C 6.04 2.28 2.48 -0.874
N 4.68 1.77 2.65 0.338
C 3.70 2.64 3.30 0.063
C 3.42 3.91 2.51 -0.852
C 4.41 0.53 2.18 0.465
O 5.21 -0.11 1.51 -0.664
C 3.09 -0.09 2.54 -0.226
C 2.75 -0.44 3.84 -0.009
C 1.55 -1.11 4.05 -1.682
C 0.75 -1.40 2.95 0.324
N 1.07 -1.07 1.70 0.716
C 2.22 -0.43 1.52 -0.322
H 7.35 3.19 1.03 0.443
H 5.65 3.59 0.78 0.208
H 6.25 1.98 0.36 0.184
H 6.18 3.08 3.21 0.460
H 6.73 1.47 2.71 0.452
H 4.07 2.90 4.30 0.107
H 2.78 2.08 3.42 -0.113
H 4.25 4.61 2.55 0.402
H 2.53 4.40 2.91 0.459
H 3.22 3.66 1.46 -0.088
H 3.40 -0.20 4.67 0.482
H 1.24 -1.40 5.04 0.562
H -0.18 -1.93 3.09 -0.183
H 2.46 -0.15 0.51 -0.373
```

Output
HOMO energy (spin up / spin down) ... -6.598 / -6.875 eV
Multiplicity ... 3
Energy above the lowest of the compared OMol25 structures with the same formula, charge and spin ... 117.7 kJ/mol
Net charge ... 0
LUMO level (spin up / spin down) ... -0.4021 / -1.7476 eV